104
Properties=species:S:1:pos:R:3 method="wB97M-V/def2-TZVPD" charge=0 homo_energy_ev=-9.41 smiles="C[C@H]1COC(=O)O1.C[C@H]1COC(=O)O1.C1CCOC1.C1CCOC1.C1CCOC1.C1CCOC1.C1CCOC1.C1CCOC1"
H 24.810 26.572 -25.535
H 26.800 22.244 -21.566
H 21.790 21.517 -24.931
C 22.019 21.659 -30.647
H 24.882 29.121 -25.403
C 26.993 22.753 -27.162
C 18.204 23.729 -24.372
H 24.287 25.388 -20.739
C 26.458 28.627 -27.426
H 22.790 21.141 -26.297
H 27.070 28.431 -28.307
C 24.220 23.212 -20.140
H 20.524 20.191 -18.482
H 16.415 22.008 -25.779
H 24.306 21.220 -20.787
H 24.733 29.079 -28.496
C 20.154 19.592 -19.314
H 17.905 21.266 -21.087
O 23.632 23.841 -25.797
H 19.252 23.113 -26.198
H 18.189 20.004 -18.657
O 26.928 19.524 -25.889
O 20.841 19.821 -20.482
O 18.768 27.578 -21.492
H 26.246 22.970 -27.926
O 22.672 21.356 -31.849
H 19.313 28.698 -20.071
H 25.361 22.249 -22.718
H 21.914 23.725 -23.525
H 23.378 28.917 -26.338
H 21.282 27.761 -23.049
H 24.386 22.286 -24.871
H 21.259 23.639 -30.114
C 19.703 27.748 -20.439
H 19.393 25.650 -21.768
H 20.301 18.512 -19.330
C 25.771 22.551 -21.754
H 17.273 24.259 -24.174
H 25.625 24.652 -19.776
C 21.036 27.068 -22.244
H 22.702 22.343 -22.873
H 18.598 20.657 -24.412
O 25.523 23.970 -21.690
H 29.156 22.480 -27.374
C 24.996 22.020 -20.519
H 17.798 23.944 -26.532
C 21.204 27.770 -20.907
H 21.816 26.307 -22.214
C 25.148 29.281 -27.509
C 20.028 20.639 -21.315
C 22.183 23.100 -30.324
H 27.945 23.868 -25.502
H 23.331 22.606 -33.348
H 27.087 29.042 -26.638
H 21.587 28.782 -21.044
H 19.047 26.559 -23.236
H 23.554 23.965 -23.058
H 21.616 22.625 -33.095
H 20.541 21.544 -21.641
C 17.779 21.368 -24.302
H 19.142 24.266 -24.229
C 24.910 24.507 -20.585
H 18.282 19.083 -20.181
C 22.569 22.567 -32.569
C 22.618 23.949 -26.707
C 17.501 21.911 -25.809
C 22.882 23.223 -23.490
C 24.437 28.664 -26.288
H 26.397 24.705 -26.077
H 23.726 24.148 -31.412
C 22.449 21.967 -25.674
H 25.070 30.363 -27.402
C 18.864 21.136 -20.585
O 18.140 22.576 -23.545
O 26.457 21.747 -26.290
C 19.502 26.623 -22.247
O 26.117 27.279 -27.103
H 16.840 20.971 -23.915
O 21.824 22.848 -26.511
C 27.077 20.575 -26.531
H 20.958 21.439 -30.768
C 24.823 27.176 -26.442
H 23.319 23.205 -20.753
H 17.876 21.143 -26.485
H 22.006 27.268 -20.366
C 23.421 22.794 -24.855
C 18.716 19.900 -19.606
H 19.128 22.045 -20.045
O 22.307 24.847 -27.511
H 22.969 23.200 -29.576
H 22.104 24.501 -32.053
C 22.731 23.740 -31.588
H 25.782 21.785 -19.801
C 18.234 23.236 -25.828
H 28.045 22.147 -28.873
H 19.556 19.998 -22.059
H 27.798 24.893 -26.902
H 24.230 26.644 -27.186
H 23.975 23.099 -19.084
O 28.057 20.784 -27.390
H 19.501 27.104 -19.584
H 22.258 21.002 -29.810
C 27.283 24.122 -26.329
C 28.219 22.118 -27.798

---

129
Properties=species:S:1:pos:R:3 method="wB97M-V/def2-TZVPD" charge=-1 homo_energy_ev=-5.09
C 0.468 -5.740 -4.792
O 0.646 -5.942 0.433
C 4.971 7.039 3.372
H 3.287 0.621 0.455
H -1.076 11.121 0.223
N -1.302 -1.147 2.020
H -0.408 -3.509 -1.968
H -4.753 -3.918 -9.968
H -5.435 -1.341 3.193
H 9.131 7.346 2.305
H 5.096 -2.906 5.786
H 4.003 8.104 -0.871
H 10.427 7.925 1.254
H -3.248 -4.703 -7.406
H -5.457 -4.858 -8.648
H -1.485 -5.633 4.528
C 1.646 1.874 1.083
O -2.651 -1.601 0.243
C -6.231 0.305 -5.931
H -7.935 1.464 -5.274
H -0.614 6.533 0.926
H 0.818 9.141 -1.166
C 4.642 7.835 -1.710
Cl -1.965 9.019 -0.372
O -1.332 -1.904 4.139
H 5.043 6.686 1.240
H -4.960 -4.792 -1.323
H 0.155 -9.651 -0.759
C -1.700 -8.973 -1.592
H -2.020 -9.909 -2.050
O -0.844 -5.721 2.046
Cl -8.775 0.053 3.950
H 5.297 8.679 -1.924
Cl 6.659 6.535 3.637
H -6.729 -0.373 5.012
Cl 0.859 4.839 3.863
Cl 5.555 8.974 1.523
H 1.904 -3.036 1.659
H -1.559 -4.469 6.787
H -3.609 -4.048 0.550
H -3.498 -5.454 -2.198
H -6.221 0.114 2.575
C -6.400 -0.889 2.961
H 1.410 2.603 1.858
H -3.153 -5.591 -8.929
Cl 0.482 -3.971 -4.595
B -1.617 -3.912 -0.567
C 3.083 1.428 1.159
F -3.280 -2.008 3.142
H 3.652 7.626 1.788
Cl 0.518 0.502 1.244
C -0.195 -8.896 -1.463
H 4.746 7.846 4.069
C -0.838 10.388 -0.546
Cl 4.476 5.243 -0.840
C -3.873 -4.651 -1.524
Cl -5.156 -2.614 -8.045
H -2.881 -5.687 0.122
H 6.033 6.276 -2.281
Cl -2.123 -7.233 6.124
Cl -7.124 -1.861 1.656
Cl -2.205 -5.961 -5.302
H -5.594 1.148 -6.198
H 4.923 -3.462 4.118
Cl -2.350 -7.630 -2.563
H 1.476 -6.030 -5.090
Cl 3.340 -4.441 5.566
C 10.604 5.852 1.770
C 4.719 7.453 1.942
H 6.185 6.830 -0.612
H -3.749 -3.693 -2.100
H -0.098 -3.347 2.326
Cl -8.788 -0.669 -5.809
C 0.606 9.950 -0.468
C 4.377 -3.111 4.993
Cl -2.030 -3.537 -9.055
H -0.388 -5.691 -6.781
H -0.398 -7.276 -6.000
Cl -3.903 -4.480 7.087
O -1.030 -4.239 -1.801
H -6.006 -0.520 -6.606
C -0.047 -5.221 1.211
Cl 0.628 -9.217 -3.018
H -2.157 -8.903 -0.605
C -2.340 -5.720 5.202
C -4.702 -4.112 -8.897
Cl 9.610 4.486 2.332
H 0.833 7.017 2.952
Cl 3.605 7.608 -3.143
C -3.335 -4.610 -8.487
Cl 1.051 9.399 1.167
H -0.308 -1.176 2.247
H -3.239 -5.818 4.596
C -2.408 -4.509 6.106
H -0.653 4.829 1.389
C -7.265 -0.863 4.199
H 11.313 6.076 2.567
H -7.889 1.132 -7.008
H 11.165 5.523 0.896
H 1.261 10.788 -0.709
H -0.785 6.432 3.352
Cl 8.739 6.852 0.033
C 0.163 6.160 2.887
C 0.051 -3.627 1.259
H -2.407 -3.600 5.506
C -0.524 -6.207 -5.829
H 4.341 6.185 3.625
H 0.128 -7.917 -1.102
C -0.071 5.748 1.453
C -7.684 0.714 -6.022
C -1.630 -1.928 0.815
C 5.473 6.608 -1.407
Cl -5.773 -0.189 -4.284
C 3.584 -1.861 4.688
H -1.034 10.839 -1.519
C -2.993 -4.624 -0.190
O 1.411 -3.303 0.864
H -7.530 -1.868 4.523
H 3.750 2.259 0.925
N -0.837 -2.951 0.287
C 9.773 7.079 1.466
C -1.963 -1.684 3.153
H 0.260 -6.181 -3.817
Cl 3.513 0.868 2.797
H 1.449 2.334 0.113
H 2.955 -1.570 5.528
Cl 1.458 5.494 0.572
H 4.263 -1.037 4.469
Cl 2.539 -2.060 3.261

---

105
Properties=species:S:1:pos:R:3 method="wB97M-V/def2-TZVPD" charge=+1 homo_energy_ev=-10.78
H -1.109 6.491 4.216
H 1.979 0.248 3.773
H -1.865 6.111 5.745
H -0.926 4.522 -0.150
C -1.852 5.841 4.688
H -5.004 1.591 4.835
H -2.166 -4.642 3.268
H -4.091 -4.632 -0.938
H 0.408 -3.732 3.490
H -3.650 -0.139 2.705
C 2.556 -0.422 3.150
H -4.485 -0.458 6.272
H 3.297 -4.250 -1.050
C 4.381 -1.279 -2.190
C -1.399 4.388 4.566
C -2.342 -4.073 2.349
C -3.220 -5.283 -1.030
H -2.596 -3.051 2.643
H 4.934 -0.720 -2.951
H 0.297 -5.235 -2.914
C -1.941 0.244 -0.857
C 2.760 -1.435 1.023
Sb 1.048 -2.851 -1.396
H -0.459 4.237 5.101
H -4.804 1.142 2.346
H -1.443 1.137 -1.205
H -5.617 0.052 4.281
H -3.217 6.041 2.988
H 4.404 0.817 0.304
H 4.494 1.731 -1.199
C 1.915 0.414 -2.844
H 5.204 -2.507 3.061
C -1.689 -2.020 -0.294
H 0.526 4.301 -1.527
H 4.015 -0.967 4.606
N -0.827 2.552 2.986
Ir 0.541 -0.304 0.710
C 3.812 1.189 -0.538
C -0.853 -3.273 -0.318
B 0.230 4.211 -0.359
H 0.131 2.332 2.782
H -3.595 7.090 4.338
N -1.138 -0.822 -0.629
H -1.878 0.894 5.401
H -3.960 5.375 4.451
Si 3.024 -0.204 -1.489
C -3.064 -2.070 -0.039
C -4.059 0.801 3.068
H 2.466 1.133 -3.456
H -3.210 2.700 3.413
H 2.350 -4.479 0.437
S -1.104 -0.072 2.547
H 1.942 -5.382 -1.038
H -3.504 -3.010 0.255
H -1.452 -2.571 -3.370
H 1.540 -3.451 2.165
Si -0.746 -4.151 1.369
H -3.890 1.105 -0.877
H 5.101 -1.579 -1.424
H -1.097 -6.295 -3.026
H 1.009 4.789 0.371
C -3.863 -0.962 -0.216
H 0.671 -6.114 0.688
N 0.403 1.561 0.312
C 3.668 -1.108 3.593
H -3.208 -4.517 1.855
H 1.576 -0.391 -3.499
C -3.301 0.220 -0.679
H -3.082 1.703 6.411
H 4.371 -2.826 0.731
H -3.127 -2.674 -2.813
H -0.408 4.547 2.646
C 4.324 -1.975 2.720
H -1.051 -6.505 0.619
H 3.994 -2.182 -2.672
H -2.134 3.734 5.052
H -3.478 -6.062 -1.754
H -4.926 -1.028 -0.023
C -1.677 1.543 2.868
C -0.528 -5.662 -2.339
H -3.058 -5.779 -0.072
H -3.410 -1.012 5.012
C 0.504 -3.318 2.482
C 0.336 2.677 0.022
H -2.495 -3.868 -3.947
C -2.244 -3.263 -3.072
C -1.199 3.964 3.115
C -3.830 -0.111 5.472
Si -1.715 -4.381 -1.675
H -2.298 0.232 6.968
H -2.088 4.140 2.506
C -4.695 0.616 4.440
N -2.968 1.779 3.075
C 2.298 -4.429 -0.649
N 2.143 -0.597 1.894
H -0.112 -6.311 -1.566
H 1.035 0.929 -2.450
H -0.236 -6.391 2.173
C -0.291 -5.949 1.174
C 3.873 -2.160 1.422
C -3.227 6.098 4.078
H 3.083 1.905 -0.156
H 0.301 -2.246 2.569
C 2.010 -1.273 -0.275
C -2.709 0.727 6.088

---

116
Properties=species:S:1:pos:R:3 method="wB97M-V/def2-TZVPD" charge=0 homo_energy_ev=-7.51
C 3.129 -4.429 3.250
H -4.052 -0.934 -3.131
H 2.444 5.070 3.238
H 0.108 -4.293 0.270
C 3.173 2.058 2.567
H -4.821 0.274 -6.917
O 6.447 -0.831 -1.651
H -6.126 2.016 0.754
H -8.101 3.762 0.762
H -7.925 5.372 -0.895
H -1.016 0.210 -1.754
H 6.380 -2.322 1.411
C 6.861 -1.489 0.838
H 8.528 -0.481 1.378
H -1.084 3.013 -2.141
H 3.181 1.670 1.604
C -2.666 -0.824 3.849
H -1.884 2.191 -1.118
O -5.998 2.758 -4.881
C -6.315 4.626 -1.793
C -1.217 -0.162 2.220
C 2.103 3.226 4.188
O -2.350 -0.798 -1.554
H 2.820 -5.526 0.873
O 4.518 -0.703 -0.168
O 0.827 -3.574 -1.871
H -2.969 0.624 -4.696
H -0.111 0.737 -3.044
H 7.590 -2.040 0.050
H -0.185 -0.374 1.781
H 5.858 1.834 -0.101
C -7.278 3.653 0.133
H -0.679 -4.170 -4.173
C -1.395 -1.086 3.341
C 6.784 0.811 1.484
H 4.335 -4.969 0.301
C -1.195 -3.255 -3.825
C -5.229 2.742 -0.783
C -4.634 -0.539 -4.102
H 4.351 -6.067 2.519
C 4.087 -5.056 2.353
H 1.668 1.439 3.630
C -6.210 2.739 0.175
O 3.665 -1.890 2.925
O -7.196 0.703 -5.866
H -3.593 -1.290 3.277
H 2.331 -3.397 0.190
H 1.042 3.763 4.404
H 3.845 1.246 3.210
H 3.803 -2.607 0.447
H -2.131 1.862 1.970
C 1.803 -0.062 -1.208
H 7.157 1.788 1.951
H 5.172 -4.577 2.243
H -1.665 -4.546 -0.292
S -2.973 0.776 3.775
H 2.745 0.358 -1.422
N -0.430 0.957 -2.057
C 3.646 -4.885 0.918
H -3.018 -0.656 -0.965
O 1.275 -2.805 2.459
C -3.744 -0.070 -5.204
H 2.651 2.699 5.012
O 3.998 3.939 1.371
C -1.374 2.064 -1.961
H 2.170 -5.053 3.491
C -4.620 0.853 -6.118
S 4.101 3.572 2.643
H 1.866 -0.655 -0.513
H -5.414 -1.366 -4.588
H -2.362 -3.682 -1.996
H 7.199 -0.635 2.670
H 1.551 -0.661 -2.038
C 1.975 2.260 3.014
H -1.666 -2.043 -2.139
C 7.550 -0.470 1.669
H -1.929 -3.097 -4.574
I 0.896 0.462 -5.167
H -6.308 0.128 -3.201
H -2.881 -0.588 -5.632
H 3.629 4.950 4.542
F -4.160 1.836 -0.677
O -4.173 0.928 3.146
C -5.240 3.697 -1.733
O 0.635 1.571 0.011
H -4.386 3.827 -2.462
H -0.942 -0.941 4.313
H -0.349 -2.613 -4.106
S -5.994 1.363 -5.178
H -4.038 1.800 -6.469
H -0.973 1.569 3.424
H 5.909 0.916 2.077
H 3.491 -4.024 4.087
S 2.721 -2.928 2.441
C 3.230 -3.426 0.783
C -0.668 -3.843 -0.148
H -1.114 -2.139 3.179
H -2.173 2.019 -2.532
H 1.166 2.484 2.252
H -2.828 -1.173 5.046
C 2.966 4.436 3.787
C 6.541 1.037 0.149
C -0.325 -3.512 -1.572
C -7.306 4.640 -0.812
H -1.067 -2.946 0.381
H -2.006 -0.562 1.580
N -1.509 -3.122 -2.424
C 0.668 0.810 -1.018
C -1.692 1.247 2.644
O -2.583 1.504 5.031
H -6.196 5.458 -2.524
H -5.181 1.234 -3.114
H 7.343 1.171 -0.383
C -5.596 0.466 -3.752
O 5.335 3.467 3.301
S 5.946 -0.552 -0.378